Below is a single C3H3N5 molecule in a non-equilibrium geometry, with properties calculated with wB97M-V/def2-TZVPD.

Cartesian coordinates (Å):
H -2.303 1.358 -0.567
N -1.404 1.738 -0.715
C -0.726 0.684 -0.777
N -1.065 -0.717 -0.659
C -0.252 -1.439 0.052
N 0.681 -1.041 1.164
C 1.256 0.143 0.992
N 1.557 0.519 -0.324
N 0.728 0.724 -1.150
H -0.335 -2.524 0.125
H 1.862 0.553 1.861

* LUMO: -0.82 eV
* net charge: 0
* ΔE to the lowest compared entry with this formula, charge and spin: 258.94 kJ/mol
* gap between HOMO and LUMO: 8.65 eV
* E_HOMO: -0.3481 Ha

Below is a single C3H3N5 molecule in a non-equilibrium geometry, with properties calculated with wB97M-V/def2-TZVPD.

Cartesian coordinates (Å):
C 0.549 1.639 -0.262
N -0.356 1.790 0.646
N -0.513 0.545 1.301
N -0.143 -0.386 0.232
C -0.258 -1.645 -0.015
N 0.490 -1.882 -1.066
N 1.190 -0.643 -1.398
C 0.731 0.143 -0.585
H 0.721 2.577 -0.842
H -1.425 0.324 1.579
H -0.985 -2.462 0.409

* LUMO: 0.47 eV
* net charge: 0
* ΔE to the lowest compared entry with this formula, charge and spin: 280.57 kJ/mol
* gap between HOMO and LUMO: 10.59 eV
* E_HOMO: -0.3716 Ha

Below is a 2-piece molecular cluster, C3H3NO overall in a non-equilibrium geometry, with properties calculated with wB97M-V/def2-TZVPD.

Cartesian coordinates (Å):
C 0.113 -0.824 0.030
C 3.110 -0.391 0.012
C -1.779 0.644 0.134
N -0.889 -0.206 0.021
O 3.348 0.716 -0.064
H 0.448 -1.762 -0.456
H -2.670 0.411 0.840
H -1.682 1.413 -0.517

* LUMO: 1.10 eV
* net charge: 0
* ΔE to the lowest compared entry with this formula, charge and spin: 291.65 kJ/mol
* gap between HOMO and LUMO: 8.94 eV
* E_HOMO: -0.2880 Ha

Below is a single C3H3NO molecule in a non-equilibrium geometry, with properties calculated with wB97M-V/def2-TZVPD.

Cartesian coordinates (Å):
O 0.129 0.069 -2.087
C -0.100 0.645 0.725
C -0.140 -0.766 0.245
C 0.336 0.101 -0.909
N 0.585 1.288 -0.207
H -0.323 1.203 1.611
H -1.104 -1.263 0.140
H 0.606 -1.435 0.678

* LUMO: 0.23 eV
* net charge: 0
* ΔE to the lowest compared entry with this formula, charge and spin: 147.02 kJ/mol
* gap between HOMO and LUMO: 10.46 eV
* E_HOMO: -0.3759 Ha